A structure of composition C16H10BrFeN2O5S, computed with ωB97M-V/def2-TZVPD.

XYZ file:
```
36
C16H10BrFeN2O5S | the OMol25 dataset | ωB97M-V/def2-TZVPD
Fe -0.7450 -0.2869 1.1590
Br -1.2140 -5.3242 -4.0303
C -1.4670 -3.8884 -2.8085
C -2.7608 -3.6073 -2.3358
C -2.9700 -2.5697 -1.4741
C -1.9031 -1.7485 -0.9819
O -2.1744 -0.7873 -0.1939
C -0.5917 -2.0664 -1.4925
C 0.5142 -1.1998 -1.2489
N 0.4832 -0.2956 -0.3331
C 1.3614 0.7908 -0.2606
C 2.5996 0.9430 -0.8315
C 3.3005 2.1561 -0.6678
C 2.7738 3.2015 0.0389
C 1.4988 3.0788 0.6411
C 0.8738 4.0926 1.4061
C -0.3490 3.8531 1.9612
C -0.9637 2.5971 1.7736
N -0.4147 1.6438 1.0631
C 0.8061 1.8690 0.4925
C -0.4124 -3.1219 -2.4081
H -3.5903 -4.2213 -2.6634
H -3.9618 -2.3469 -1.1033
H 1.3588 -1.2575 -1.9384
H 3.0529 0.1389 -1.3956
H 4.2817 2.2512 -1.1159
H 3.3252 4.1263 0.1572
H 1.3804 5.0395 1.5501
H -0.8519 4.5970 2.5634
H -1.9089 2.3603 2.2445
H 0.5824 -3.3173 -2.7912
O 0.6339 -0.3415 2.6568
S -0.3688 -1.3994 3.0963
O -0.0875 -2.0178 4.3594
O -0.4222 -2.3071 1.9027
O -1.6691 -0.6341 3.0091
```

The frontier orbital gap is 6.40 eV. The value obtained for the total energy is -145240.29476 eV. The strongest force on any atom comes out at 0.0172 Eh/bohr. The total charge is -1. The relative energy (zero: lowest compared OMol25 entry of this formula, charge and spin) comes out at 6.6 kJ/mol.

---

A cluster of 12 separate species, C23H68F2N3O15S2 in total, computed with ωB97M-V/def2-TZVPD.

XYZ file:
```
113
C23H68F2N3O15S2 | the OMol25 dataset | ωB97M-V/def2-TZVPD
N -0.6901 1.0894 0.3976
S 0.7944 1.1242 0.1315
O 1.1954 1.0132 -1.2532
O 1.6630 0.5466 1.1798
F 0.9542 2.7392 0.4606
S -0.9158 -0.5606 0.4751
O -0.6891 -1.1554 1.7465
O -0.3666 -1.3134 -0.6489
F -2.5088 -0.6368 0.2659
C 0.6275 -0.2747 -5.9387
C 0.4856 0.3225 -4.5450
O 1.4587 -0.2519 -3.6889
H 0.2863 -1.3087 -5.9893
H 1.6537 -0.1961 -6.2975
H 0.0181 0.3670 -6.5752
H -0.5311 0.2601 -4.1569
H 0.6337 1.3996 -4.6222
H 1.4273 0.2385 -2.8642
C -5.8026 -2.2482 -0.0063
C -5.7091 -0.9801 -0.9021
O -6.0829 -1.2652 -2.3231
H -4.8467 -2.7369 -0.1945
H -6.7124 -2.8126 -0.2111
H -5.8294 -1.9435 1.0399
H -4.7020 -0.5642 -0.8701
H -6.4312 -0.2375 -0.5629
H -6.4556 -0.4598 -2.6893
C 1.3665 4.3929 3.2861
C 0.4141 5.2476 2.5067
O -0.9257 4.9542 2.7887
H 1.3033 3.3548 2.9599
H 1.2730 4.3457 4.3710
H 2.3119 4.8716 3.0309
H 0.5908 5.1364 1.4369
H 0.5470 6.3062 2.7300
H -0.9984 3.9990 2.7274
C 1.3174 4.9617 -1.5357
C 2.5154 5.4163 -0.6350
O 3.6320 5.3460 -1.4700
H 1.5172 3.9421 -1.8651
H 1.2473 5.6247 -2.3980
H 0.3287 5.0886 -1.0946
H 2.6029 4.7106 0.1912
H 2.4894 6.4101 -0.1881
H 4.3788 5.6989 -0.9807
C -2.3696 -2.5396 -4.2537
C -2.7180 -2.8668 -2.8209
O -4.0589 -3.2460 -2.7026
H -1.3106 -2.3363 -4.4124
H -2.9461 -1.7175 -4.6780
H -2.5264 -3.4146 -4.8845
H -2.4143 -1.9985 -2.2363
H -2.1138 -3.7048 -2.4735
H -4.4903 -2.3888 -2.6785
C 4.4605 2.6172 1.2688
C 5.7084 1.8481 1.6082
O 6.6851 2.2793 0.7388
H 4.6043 3.6790 1.4689
H 3.5274 2.2337 1.6815
H 4.2753 2.6113 0.1946
H 5.6393 0.7709 1.4569
H 6.1472 2.0447 2.5864
H 7.5711 2.1489 1.0846
C -1.0119 1.9480 5.0391
C -0.8934 1.4157 3.6269
O -1.3100 2.2985 2.5620
H -2.0175 2.3661 5.0840
H -0.2473 2.7106 5.1866
H -0.9752 1.1072 5.7318
H -1.5724 0.5911 3.4098
H 0.1316 1.0812 3.4664
H -1.2218 1.8078 1.7416
C -3.3286 -2.5887 2.8126
C -2.9842 -3.8680 1.9965
O -1.9373 -4.6512 2.5145
H -3.9628 -2.1094 2.0669
H -2.4842 -2.0189 3.2005
H -4.0438 -2.8251 3.6005
H -2.5867 -3.4507 1.0713
H -3.8295 -4.5243 1.7896
H -1.1345 -4.1473 2.3619
C -2.1548 3.6762 -1.0711
O -2.6014 4.6701 -1.6048
N -1.6036 3.6034 0.0881
N -2.1237 2.4832 -1.6461
H -1.2412 2.6826 0.2900
H -1.5220 4.4310 0.6614
H -1.6701 1.8068 -1.0487
H -2.4607 2.3772 -2.5923
C 3.0108 -4.8452 -3.2322
C 1.7058 -4.1274 -3.5316
C 1.3626 -3.0958 -2.4857
O 2.0031 -3.4875 -4.7682
H 3.0613 -5.8637 -3.6172
H 3.0321 -4.9429 -2.1468
H 3.9180 -4.3611 -3.5936
H 0.8912 -4.8459 -3.6228
H 2.1609 -2.4038 -2.2175
H 1.1224 -3.6248 -1.5634
H 0.5288 -2.4848 -2.8316
H 2.8420 -3.0318 -4.6678
C 2.4442 -2.2417 3.7207
C 1.6317 -3.2855 2.9510
C 2.0252 -4.7064 3.2338
O 0.3043 -3.0764 3.1447
H 3.5173 -2.2931 3.5369
H 2.4670 -2.4013 4.7987
H 2.0870 -1.2325 3.5158
H 1.7836 -3.1998 1.8750
H 1.2576 -5.3548 2.8112
H 1.9814 -4.8570 4.3125
H 3.0569 -4.9225 2.9565
H 0.0847 -2.1704 2.9152
```

The frontier orbital gap (spin up / spin down) is 2.31 / 8.23 eV. The value obtained for the total energy is -87238.32117 eV. Its expectation value of S² is 0.75. The strongest force on any atom comes out at 0.0972 Eh/bohr. The total charge is -2. As for the spin multiplicity: 2.

---

A structure of composition C29H27ClN9O8S3Tc, computed with ωB97M-V/def2-TZVPD.

XYZ file:
```
78
C29H27ClN9O8S3Tc | the OMol25 dataset | ωB97M-V/def2-TZVPD
Tc 0.0703 0.6060 0.9684
C 5.3027 -0.3818 0.9293
C 4.3639 0.0326 1.9847
N 4.6307 0.1701 3.2463
N 3.5004 0.5840 3.8437
C 2.4975 0.6991 2.9614
S 0.8803 1.1562 3.1691
N 3.0426 0.3546 1.7574
N 2.3069 0.3736 0.5861
H 6.2288 -0.7149 1.3887
H 5.5165 0.4575 0.2673
H 4.8739 -1.1856 0.3340
H 3.4788 0.7689 4.8357
H 2.5406 1.1853 -0.0688
H 2.3760 -0.5086 0.0457
N -3.8907 6.2993 -0.5769
C -3.5002 5.0039 -0.5751
C -3.7377 4.1577 -1.6718
C -3.3506 2.8335 -1.6315
C -2.7220 2.3285 -0.5012
C -2.4468 3.1610 0.5758
C -2.8216 4.4822 0.5377
S -2.3013 0.5997 -0.3812
O -3.3777 -0.1962 -0.8617
O -0.9805 0.3929 -1.0010
N -1.9584 0.4588 1.2153
C -2.6582 -0.4398 1.9631
N -2.6142 -1.7238 1.6105
C -3.3125 -2.5914 2.3095
C -4.0824 -2.2155 3.4018
C -4.0497 -0.8621 3.7086
N -3.3513 0.0045 3.0063
H -4.4477 6.6652 -1.3270
H -3.8106 6.8411 0.2666
H -4.2341 4.5514 -2.5455
H -3.5489 2.1762 -2.4636
H -1.9414 2.7645 1.4419
H -2.5990 5.1290 1.3715
H -3.2438 -3.6176 1.9706
H -4.6623 -2.9257 3.9666
H -4.5948 -0.4534 4.5505
C -0.8370 0.2898 -3.9989
C 0.6469 0.1958 -3.8301
C 1.2265 -1.0628 -3.9246
C 2.6000 -1.2309 -3.9079
Cl 3.2601 -2.8051 -4.0279
C 3.4454 -0.1266 -3.8347
C 2.8859 1.1243 -3.7131
C 1.4973 1.3042 -3.6615
O 1.0704 2.5998 -3.5103
C 0.2737 2.9348 -2.4012
C 0.9718 2.5470 -1.0809
O 2.1764 2.2853 -1.1147
O 0.2487 2.4832 -0.0422
H -1.1490 -0.3791 -4.7991
H -1.1616 1.2989 -4.2394
H -1.3336 -0.0431 -3.0869
H 0.5815 -1.9209 -4.0241
H 4.5155 -0.2583 -3.8598
H 3.5072 2.0004 -3.6291
H -0.7054 2.4437 -2.4018
H 0.1454 4.0205 -2.4435
O 0.3284 -1.6326 3.5416
C 0.2813 -2.1085 2.4202
N 0.1524 -1.3707 1.2965
S 0.2911 -2.2899 -0.0931
O -0.8522 -2.2656 -0.9326
O 1.5565 -1.8850 -0.6804
C 0.4826 -3.8364 0.7627
C 0.6717 -5.1082 0.2735
C 0.8304 -6.1335 1.1999
C 0.7894 -5.8709 2.5623
C 0.5970 -4.5819 3.0417
C 0.4390 -3.5581 2.1184
H 0.7049 -5.2867 -0.7897
H 0.9955 -7.1411 0.8516
H 0.9209 -6.6867 3.2557
H 0.5735 -4.3645 4.0975
```

The frontier orbital gap (spin up / spin down) is 4.50 / 4.94 eV. The value obtained for the total energy is -107522.12392 eV. Its expectation value of S² is 1.08. The strongest force on any atom comes out at 0.0752 Eh/bohr. The total charge is +1. As for the spin multiplicity: 2.

---

A structure of composition C46H40F6N3O7S3SiV, computed with ωB97M-V/def2-TZVPD.

XYZ file:
```
107
C46H40F6N3O7S3SiV | the OMol25 dataset | ωB97M-V/def2-TZVPD
V 0.6363 -0.1114 1.2441
C -3.2931 -3.4009 -1.8932
C -2.6790 -2.0698 -1.6208
C -3.3199 -1.3149 -0.4816
C -4.6807 -1.0478 -0.6073
C -5.4429 -0.4808 0.4261
C -4.8608 -0.2174 1.6167
C -3.5206 -0.5664 1.8445
C -2.8965 -0.1488 3.2042
C -3.1116 1.3164 3.6559
C -2.7373 -1.1036 0.8099
N -1.3341 -1.3135 0.9682
C -0.9937 -2.5734 0.8565
C 0.3478 -3.0161 0.8005
C 0.9007 -4.3670 0.7472
C 2.2485 -4.2196 0.9558
C 2.4996 -2.8084 1.0538
N 1.3690 -2.1262 0.9626
H -2.5490 -3.9533 -2.4933
H -4.2348 -3.2002 -2.4816
H -3.5485 -3.9591 -0.9659
H -2.7765 -1.4677 -2.5738
H -1.6103 -2.0571 -1.4893
H -5.1225 -1.2255 -1.6130
H -6.4937 -0.2142 0.2334
H -5.4615 0.1585 2.4324
H -1.8187 -0.3264 3.1963
H -3.2846 -0.8789 3.9254
H -2.4225 1.9797 3.1638
H -2.8015 1.3342 4.6908
H -4.1272 1.7228 3.6769
H -1.7513 -3.3396 0.6934
H 0.3257 -5.2428 0.6796
H 2.9770 -5.0052 0.9474
H 3.4249 -2.3671 1.2868
F 0.7241 -3.3516 4.1711
C 0.7597 -2.5018 5.2435
F -0.4684 -2.2251 5.5608
F 1.4067 -3.1102 6.1943
S 1.6898 -1.0838 4.4275
O 0.8272 -0.8972 3.2649
O 3.0152 -1.5237 4.2156
N 1.4850 0.2313 5.2692
S 1.5153 0.2891 6.8698
O 0.4003 -0.3604 7.5154
O 2.8335 -0.0617 7.3532
C 1.4114 2.2051 7.1198
F 2.0501 2.8962 6.1863
F 0.1676 2.7545 7.2488
F 1.9819 2.3757 8.2882
C -5.4540 1.5175 -2.7574
C -5.5559 2.9941 -3.1134
O -6.5455 3.4860 -3.5674
S -4.3199 4.1383 -2.7620
C -3.0260 3.2618 -2.0835
C -2.7308 3.4322 -0.7598
C -1.7207 2.6968 -0.1871
C -0.9288 1.8100 -0.9278
C -1.2244 1.6736 -2.3031
C -2.3404 2.2864 -2.7835
C 0.1637 0.9798 -0.3424
C 1.2073 0.2438 -0.5968
H -6.4688 1.1130 -2.6952
H -4.9486 1.4868 -1.8065
H -4.8419 0.9644 -3.4871
H -3.3450 4.1468 -0.1341
H -1.6308 2.8569 0.9044
H -0.6444 0.9582 -2.8947
H -2.6639 2.1057 -3.8278
C -0.5280 -1.0686 -5.2904
C -0.2980 -1.9172 -4.1760
C 0.6176 -1.5330 -3.2097
C 1.5282 -0.5440 -3.5282
C 1.3774 0.2199 -4.6994
C 0.3066 0.0274 -5.5338
Si 2.4219 0.2206 -2.0785
C 4.0888 -0.6177 -1.6383
C 4.5889 -1.6472 -2.4132
C 5.6855 -2.3856 -2.0443
C 6.1955 -2.1954 -0.7734
C 5.7391 -1.1273 0.0431
C 4.7028 -0.3655 -0.4392
C 2.9468 1.9723 -2.3987
C 3.9741 2.2946 -3.3431
C 4.6297 3.4896 -3.4007
C 4.2292 4.5013 -2.4757
C 3.1612 4.2582 -1.6080
C 2.4951 3.0284 -1.5804
H -1.3949 -1.2293 -5.9466
H -0.9235 -2.7878 -3.9837
H 0.5272 -1.9514 -2.2238
H 1.9680 1.1321 -4.9154
H 0.2739 0.7040 -6.3730
H 4.0995 -1.8182 -3.3746
H 5.9902 -3.1776 -2.6949
H 6.9299 -2.8336 -0.3232
H 6.2304 -0.9640 1.0013
H 4.3447 0.5013 0.1675
H 4.3664 1.4736 -3.9312
H 5.4808 3.6116 -4.0592
H 4.6877 5.4740 -2.5649
H 2.8023 5.0341 -0.9433
H 1.7461 3.0096 -0.8013
O -0.0796 1.5257 2.4649
C 1.1121 1.8124 2.7346
O 2.0435 1.1712 2.1404
H 1.2954 2.5249 3.5589
```

The frontier orbital gap (spin up / spin down) is 7.29 / 7.33 eV. The value obtained for the total energy is -149531.86650 eV. Its expectation value of S² is 0.77. The strongest force on any atom comes out at 0.0575 Eh/bohr. The total charge is -1. As for the spin multiplicity: 2.

---

Number 3 is which compound? C29H27ClN9O8S3Tc